Molecular formula: C2H6N2O2
Method: DFT, ωB97M-V with the def2-TZVPD basis set

```
12
Properties=species:S:1:pos:R:3:forces:R:3:nbo_charge:R:1
C -0.0419 0.2240 -1.2466 1.626 1.253 4.715 -0.466
C -0.0946 -0.4492 1.1160 -3.155 -2.718 -0.936 -0.464
N 0.2807 -0.8344 -0.2178 0.213 0.469 -1.152 -0.306
N 2.4784 -0.7796 -0.1634 -4.361 -0.152 0.828 0.609
O 2.8858 -0.2421 -1.1037 1.908 0.778 -1.609 -0.296
O 2.8455 -1.1755 0.8725 1.444 -0.437 0.871 -0.299
H 0.8002 0.2970 -1.8800 0.628 -0.181 -1.188 0.223
H -0.9575 -0.0073 -1.7410 -0.664 0.099 -0.271 0.220
H 0.0242 1.2161 -0.5880 -0.955 -1.419 -1.947 0.163
H 0.2820 -1.1818 1.7985 0.431 -0.424 0.505 0.217
H 0.1642 0.5133 1.4537 -0.028 1.572 0.190 0.185
H -1.3193 -0.7045 1.1518 2.913 1.160 -0.007 0.213
```
Positions in Å, forces in eV/Å.

HOMO-LUMO gap (spin up / spin down): 8.86 / 8.99 eV
net charge: 0
E_HOMO (spin up / spin down): -8.96 / -9.34 eV
F_max: 5.1 eV Å⁻¹
spin multiplicity: 1


Molecular formula: C24H36BN6NaO5S3
Method: DFT, ωB97M-V with the def2-TZVPD basis set

```
76
Properties=species:S:1:pos:R:3:forces:R:3:lowdin_charge:R:1
Na 0.2704 1.1008 -0.1597 -0.331 -0.431 0.234 0.250
C 2.1817 0.8690 3.1087 -0.048 -0.005 0.021 -0.019
C 0.7083 0.7057 3.3106 -0.090 -0.065 0.002 -0.331
C -0.0216 0.5792 4.5145 0.161 0.022 -0.025 -0.011
C -1.3362 0.4393 4.1252 -0.010 -0.002 -0.018 -0.299
C -2.5450 0.2623 4.9886 -0.015 -0.014 -0.037 -0.045
N -1.3671 0.4809 2.7743 0.030 -0.081 0.068 0.027
N -0.1147 0.6349 2.2786 -0.051 0.229 -0.003 0.130
B -2.6019 0.4029 1.8514 -0.083 0.119 -0.028 -0.499
N -2.5315 -0.8299 0.9311 0.023 0.060 0.023 0.023
N -1.4450 -1.0906 0.1621 -0.042 -0.110 0.055 0.147
C -1.6586 -2.2642 -0.4066 -0.097 0.053 -0.033 -0.347
C -0.6382 -2.8946 -1.2980 -0.015 0.044 -0.039 -0.054
C -2.9209 -2.7718 -0.0251 0.050 -0.111 0.019 -0.015
C -3.4372 -1.8293 0.8378 0.031 0.036 -0.095 -0.301
C -4.7516 -1.8378 1.5512 0.024 0.036 0.020 -0.049
N -2.7695 1.7210 1.0419 -0.016 -0.059 0.047 0.027
N -1.9733 2.0120 -0.0113 0.072 0.048 0.014 0.112
C -2.2517 3.2498 -0.3850 -0.080 -0.022 0.059 -0.337
C -1.4783 3.8950 -1.4935 0.000 -0.036 0.041 -0.030
C -3.2684 3.7805 0.4358 0.071 0.046 -0.083 -0.010
C -3.5594 2.7747 1.3373 -0.011 -0.005 -0.024 -0.297
C -4.5334 2.7932 2.4717 0.020 -0.035 -0.005 -0.042
H 2.6433 1.3100 3.9948 -0.010 0.006 0.006 0.068
H 2.6558 -0.1012 2.9357 0.004 0.012 -0.022 0.061
H 2.4019 1.5102 2.2532 0.018 -0.028 -0.017 0.057
H 0.3601 0.5919 5.5244 -0.012 0.000 -0.012 0.088
H -2.2363 0.2312 6.0344 0.011 0.000 0.000 0.067
H -3.2603 1.0787 4.8687 0.004 -0.014 -0.006 0.057
H -3.0733 -0.6658 4.7593 0.005 0.009 0.002 0.070
H -3.5756 0.2911 2.5539 0.024 -0.006 -0.016 0.101
H 0.1550 -2.1798 -1.5086 0.009 -0.007 0.000 0.049
H -0.2051 -3.7813 -0.8258 0.002 0.036 -0.002 0.053
H -1.0821 -3.1994 -2.2495 -0.008 0.015 -0.003 0.072
H -3.3898 -3.6968 -0.3287 0.031 0.022 0.010 0.088
H -5.3008 -2.7413 1.2829 0.003 -0.009 -0.012 0.065
H -4.6259 -1.8210 2.6361 0.000 0.001 -0.018 0.065
H -5.3620 -0.9724 1.2837 0.012 -0.003 0.006 0.074
H -0.4180 3.9441 -1.2245 -0.024 -0.005 -0.031 0.062
H -1.5633 3.3144 -2.4155 0.002 -0.003 0.016 0.071
H -1.8475 4.9031 -1.6891 -0.008 0.013 0.016 0.063
H -3.7141 4.7628 0.3910 0.011 -0.017 0.007 0.088
H -5.0984 3.7260 2.4487 0.004 0.004 -0.010 0.067
H -5.2364 1.9596 2.4188 0.010 0.007 0.004 0.069
H -4.0242 2.7293 3.4361 -0.008 -0.002 -0.011 0.065
O 3.7894 2.5485 0.4381 -0.007 0.000 0.048 -0.402
S 2.7307 2.4155 -0.5692 0.139 0.156 -0.191 0.238
O 3.1359 3.0183 -1.8633 0.044 -0.055 0.019 -0.438
O 2.4376 0.9482 -0.8012 0.022 -0.096 0.008 -0.485
O 1.4516 3.0190 -0.0951 0.082 0.132 -0.055 -0.420
C 0.9580 1.0992 -5.1129 -0.011 0.052 0.024 -0.240
S 1.2077 0.8010 -3.3344 0.004 0.021 -0.076 0.940
O 0.1183 -0.1617 -2.9800 0.008 0.014 -0.021 -0.521
C 2.6938 -0.1876 -3.5673 0.069 0.002 0.085 -0.372
C 2.5593 -1.5186 -3.9288 -0.015 0.020 0.021 -0.094
C 3.6973 -2.3016 -4.0735 0.012 0.032 -0.002 -0.109
C 4.9513 -1.7441 -3.8498 -0.037 -0.004 -0.001 -0.115
C 5.0658 -0.4135 -3.4639 -0.024 0.014 -0.002 -0.077
C 3.9344 0.3776 -3.3044 -0.038 0.119 0.027 -0.059
H 0.8678 0.1469 -5.6365 0.003 -0.013 0.031 0.044
H 1.7932 1.6828 -5.5038 -0.023 -0.010 0.036 0.052
H 0.0297 1.6661 -5.1944 0.039 -0.010 -0.020 0.038
H 1.5628 -1.9310 -4.0483 0.022 -0.001 -0.003 0.105
H 3.6046 -3.3479 -4.3412 0.005 -0.005 -0.003 0.090
H 5.8397 -2.3578 -3.9500 -0.001 0.002 0.004 0.087
H 6.0412 0.0061 -3.2480 -0.003 -0.005 0.006 0.099
H 3.9761 1.4023 -2.9228 -0.001 -0.132 -0.060 0.089
C 2.3696 -4.4194 0.6188 -0.048 -0.087 0.000 -0.466
S 2.0880 -2.7230 1.1506 0.080 0.000 0.058 0.743
C 3.2574 -1.9038 0.0564 -0.029 0.047 -0.099 -0.405
H 2.1602 -4.5293 -0.4483 0.004 0.019 0.015 0.021
H 1.6818 -5.0599 1.1737 0.025 0.000 -0.017 0.019
H 3.3927 -4.7496 0.8155 -0.005 0.038 0.005 0.021
H 4.2853 -2.1914 0.2866 -0.024 -0.009 0.011 0.034
H 3.1328 -0.8237 0.1599 0.009 0.027 0.008 0.010
H 3.0263 -2.1442 -0.9844 0.023 -0.017 0.024 0.028
```
Positions in Å, forces in eV/Å.

HOMO-LUMO gap: 6.04 eV
net charge: -2
E_HOMO: -2.06 eV
F_max: 0.6 eV Å⁻¹
spin multiplicity: 1


Molecular formula: C29H33O2Si
Method: DFT, ωB97M-V with the def2-TZVPD basis set

```
65
Properties=species:S:1:pos:R:3:forces:R:3:nbo_charge:R:1
C 2.2617 2.2496 2.4417 0.051 0.046 0.026 -1.120
Si 2.2713 0.3908 2.1963 -0.067 0.138 -0.199 1.646
C 1.5756 -0.0112 0.5100 -0.035 -0.095 -0.089 -1.125
C 4.0308 -0.2504 2.3322 -0.027 -0.006 0.055 -1.114
C 1.2411 -0.4295 3.5910 -0.162 -0.132 0.069 -0.900
C -0.0472 -1.1475 3.2201 0.871 -1.633 0.729 0.057
C -0.0929 -2.5114 3.3412 0.420 1.521 -0.873 -0.489
C -1.2224 -0.3734 2.8097 -0.981 0.722 -0.419 -0.121
C -1.3335 1.0141 3.0704 0.132 -0.570 -0.026 -0.145
C -2.4688 1.7303 2.6947 -0.163 -0.224 -0.100 -0.226
C -3.5306 1.0827 2.0513 0.330 -0.158 0.177 -0.197
C -3.4368 -0.2901 1.7794 0.081 0.219 0.098 -0.206
C -2.2953 -1.0030 2.1397 0.082 0.315 0.134 -0.178
H 2.6226 2.5190 3.4444 -0.066 0.006 -0.218 0.234
H 2.9279 2.7174 1.7020 -0.177 -0.040 0.208 0.248
H 1.2553 2.6690 2.3075 0.225 -0.058 0.018 0.238
H 1.5523 -1.0972 0.3466 -0.019 0.214 -0.036 0.241
H 0.5550 0.3765 0.3936 0.192 -0.084 -0.003 0.246
H 2.2082 0.4408 -0.2691 -0.190 -0.139 0.178 0.248
H 4.0647 -1.3417 2.2081 0.031 0.224 0.023 0.238
H 4.6576 0.2024 1.5512 -0.113 -0.122 0.195 0.248
H 4.4686 -0.0001 3.3088 -0.047 -0.074 -0.216 0.238
H 1.9347 -1.1528 4.0460 -0.238 0.124 0.019 0.237
H 1.0579 0.3595 4.3395 -0.002 -0.234 -0.120 0.233
H -0.9635 -3.0905 3.0319 0.260 0.146 0.174 0.197
H 0.8169 -3.0504 3.6198 -0.305 0.075 -0.094 0.206
H -0.5234 1.5329 3.5905 -0.294 -0.167 -0.228 0.203
H -2.5205 2.7981 2.9155 -0.040 -0.322 -0.101 0.222
H -4.4234 1.6414 1.7711 0.243 -0.158 0.041 0.225
H -4.2617 -0.8044 1.2808 0.291 0.184 0.120 0.222
H -2.2234 -2.0635 1.8891 -0.080 0.399 0.022 0.208
C -3.4087 -8.9389 4.7907 -0.255 -0.365 0.032 -0.069
C -2.4858 -7.9259 4.0998 0.215 -0.100 -0.398 -0.465
C -2.4733 -6.7717 5.0520 -0.166 0.268 0.564 -0.114
C -3.2669 -7.1271 6.1723 -0.067 -0.294 -0.374 0.492
O -3.8374 -8.3553 6.0796 0.941 1.338 -0.420 -0.454
C -3.3964 -6.2640 7.2741 -0.084 -0.439 -0.145 -0.309
C -2.7274 -5.0635 7.2400 -0.027 0.339 -0.371 -0.088
C -2.0051 -4.6129 6.0765 -0.243 -0.498 0.124 -0.187
C -1.3849 -3.3489 5.9604 -0.239 -0.382 1.483 0.077
C -1.5321 -2.2530 6.8476 -0.433 0.442 0.051 -0.100
C -0.4923 -1.2759 6.9165 0.035 0.226 0.168 -0.110
C -0.5572 -0.2606 7.8441 -0.660 -0.314 0.184 -0.096
C -1.6624 -0.1708 8.7293 0.451 0.328 0.044 0.415
O -1.5836 0.8615 9.6086 0.437 -0.981 -1.237 -0.439
C -0.3158 1.5718 9.3351 -0.059 0.251 0.362 -0.067
C 0.3695 0.8736 8.1526 0.384 0.182 -0.216 -0.463
C -2.7306 -1.0797 8.6530 0.020 0.527 0.371 -0.286
C -2.6792 -2.0612 7.6961 0.363 -0.513 -0.181 -0.113
C -1.8587 -5.5410 4.9963 -0.207 -0.382 0.153 -0.089
H -4.3100 -9.1440 4.1994 0.184 0.056 0.345 0.208
H -2.8979 -9.8847 5.0093 -0.241 0.292 0.066 0.209
H -1.4818 -8.3462 3.9610 -0.205 0.151 -0.019 0.240
H -2.8743 -7.6370 3.1165 0.113 -0.076 0.172 0.240
H -4.0016 -6.5769 8.1188 0.239 0.095 0.017 0.250
H -2.7409 -4.4392 8.1307 0.048 -0.256 -0.245 0.231
H -0.6364 -3.2586 5.1890 -0.003 0.154 -0.023 0.242
H 0.3816 -1.3590 6.2674 -0.283 -0.026 0.053 0.234
H -0.5616 2.6184 9.1170 -0.060 -0.353 0.141 0.209
H 0.2937 1.5281 10.2464 -0.338 -0.008 -0.184 0.207
H 1.3724 0.5228 8.4230 -0.191 0.085 -0.087 0.240
H 0.4673 1.5589 7.2999 0.016 -0.214 0.164 0.237
H -3.5609 -0.9725 9.3475 0.043 -0.053 -0.304 0.250
H -3.5299 -2.7344 7.5890 0.215 0.373 -0.043 0.229
H -1.2581 -5.2746 4.1264 -0.148 0.031 0.187 0.227
```
Positions in Å, forces in eV/Å.

HOMO-LUMO gap: 5.91 eV
net charge: +1
E_HOMO: -10.72 eV
F_max: 2.0 eV Å⁻¹
spin multiplicity: 1


Molecular formula: C24H25N3O5
Method: DFT, ωB97M-V with the def2-TZVPD basis set

```
57
Properties=species:S:1:pos:R:3:forces:R:3:nbo_charge:R:1
C -1.4162 -2.2721 2.3949 -0.024 -0.217 -0.178 -0.247
O -1.2930 -1.1116 3.1776 0.290 0.201 0.420 -0.508
C -0.1208 -0.8922 3.8415 0.120 -0.055 0.065 0.364
C 0.9430 -1.7772 3.8578 -0.301 -0.166 -0.245 -0.343
C 2.0812 -1.4576 4.5845 -0.043 0.226 0.072 -0.158
C 2.1637 -0.2733 5.2737 -0.005 0.088 0.074 -0.285
C 1.0990 0.6385 5.2654 0.058 -0.201 -0.167 0.362
O 1.3650 1.7805 5.9424 0.156 -0.397 -0.013 -0.488
C 0.4427 2.8438 5.9988 -0.284 0.387 0.175 -0.259
C -0.0542 0.3287 4.5435 -0.140 -0.106 0.175 -0.285
C -1.3105 1.1412 4.5184 -0.187 0.012 -0.030 0.691
O -2.0092 1.3137 5.4987 -0.010 -0.096 0.132 -0.608
N -1.6921 1.6492 3.3131 -0.445 0.407 0.070 -0.624
C -1.1045 1.5041 2.0517 0.171 0.012 -0.511 0.203
C 0.2735 1.5141 1.8528 -0.127 0.036 -0.011 -0.244
C 0.7992 1.3644 0.5877 -0.056 -0.113 -0.067 -0.251
C -0.0188 1.2087 -0.5374 -0.169 0.106 0.303 0.238
N 0.5607 1.1165 -1.7984 0.189 0.276 -0.291 -0.458
C 1.6733 0.2136 -2.0107 0.016 -0.410 -0.010 -0.217
C 1.1663 -1.1693 -2.4477 0.499 -0.040 0.135 -0.245
N 0.3517 -1.0522 -3.6412 -0.002 -0.080 0.147 -0.422
C 0.8583 -1.5150 -4.8124 -0.011 -0.099 0.389 0.628
O 1.9535 -2.0584 -4.8600 0.011 0.040 -0.296 -0.626
C 0.0767 -1.4066 -6.0576 0.723 -0.300 -1.086 0.147
C 0.5648 -1.6552 -7.3169 -0.145 0.164 0.850 -0.223
C -0.5174 -1.4942 -8.2063 -0.501 0.137 0.209 -0.319
C -1.5892 -1.1690 -7.4323 0.201 -0.120 -0.741 0.110
O -1.2450 -1.1113 -6.1374 -0.165 0.012 0.376 -0.403
C -0.7713 -0.1654 -3.4478 -0.262 0.546 -0.078 -0.242
C -0.2458 1.2092 -2.9917 -0.265 -0.192 -0.050 -0.222
C -1.4006 1.2437 -0.3309 0.168 -0.013 -0.217 -0.295
C -1.9273 1.3919 0.9364 0.140 0.010 0.392 -0.230
H -0.6551 -2.3053 1.6083 -0.020 0.000 0.039 0.179
H -2.4033 -2.2130 1.9389 0.074 -0.047 0.001 0.201
H -1.3539 -3.1794 3.0037 0.017 0.042 -0.019 0.180
H 0.8982 -2.7127 3.3256 -0.057 -0.083 -0.063 0.222
H 2.9093 -2.1495 4.6033 0.081 -0.052 0.010 0.217
H 3.0435 -0.0086 5.8371 0.110 0.038 0.059 0.227
H 0.1487 3.1740 4.9974 0.029 0.008 0.031 0.172
H -0.4517 2.5766 6.5658 0.136 0.032 -0.081 0.212
H 0.9703 3.6525 6.5041 -0.043 -0.026 -0.102 0.195
H -2.6434 1.9986 3.3113 0.173 -0.042 0.146 0.405
H 0.9443 1.6519 2.6853 0.057 0.051 0.034 0.226
H 1.8709 1.4015 0.4703 0.099 0.037 -0.030 0.213
H 2.3116 0.6267 -2.7988 0.038 -0.057 0.061 0.202
H 2.2619 0.1096 -1.1019 0.024 0.035 -0.057 0.214
H 0.5554 -1.6039 -1.6482 0.029 0.021 -0.010 0.192
H 2.0028 -1.8308 -2.6762 -0.132 0.046 0.109 0.254
H 1.5751 -1.9182 -7.5512 0.218 -0.070 0.042 0.246
H -0.5022 -1.6077 -9.2705 -0.074 -0.007 -0.224 0.233
H -2.6136 -0.9623 -7.6733 -0.145 0.040 0.075 0.205
H -1.4147 -0.5924 -2.6694 -0.014 0.038 -0.076 0.194
H -1.3488 -0.0594 -4.3611 0.031 -0.011 0.175 0.240
H 0.3943 1.6127 -3.7857 -0.105 -0.013 -0.012 0.201
H -1.0682 1.9061 -2.8341 0.023 0.014 -0.031 0.213
H -2.0877 1.1469 -1.1567 -0.029 -0.024 -0.094 0.210
H -3.0003 1.4047 1.0656 -0.121 -0.027 0.024 0.208
```
Positions in Å, forces in eV/Å.

HOMO-LUMO gap: 8.03 eV
net charge: 0
E_HOMO: -7.49 eV
F_max: 1.3 eV Å⁻¹
spin multiplicity: 1


Molecular formula: C4H12
Method: DFT, ωB97M-V with the def2-TZVPD basis set

```
16
Properties=species:S:1:pos:R:3:forces:R:3:nbo_charge:R:1
C -1.1465 2.1564 -0.8032 -1.304 -0.484 -0.826 -0.619
C -0.1275 1.1787 -1.4072 0.168 0.725 0.224 -0.612
H -0.8857 2.7410 0.0692 0.505 -0.093 0.102 0.209
H -1.5315 2.8464 -1.5584 0.246 0.135 0.028 0.204
H -2.0377 1.5738 -0.5539 0.009 0.134 0.370 0.203
H -0.5730 0.2081 -1.5925 0.026 -0.196 0.191 0.205
H 0.7237 1.0963 -0.7403 0.193 -0.353 -0.041 0.204
H 0.2368 1.5265 -2.3693 0.154 0.135 -0.056 0.205
C 0.4082 -2.2804 0.7040 0.266 0.553 1.062 -0.607
C 0.9381 -1.0908 1.5466 -0.668 0.645 -1.581 -0.615
H -0.5211 -2.5860 1.1826 -0.045 -0.481 -0.379 0.203
H 0.2619 -2.0514 -0.3430 -0.254 0.229 -0.130 0.204
H 1.1507 -3.0749 0.7495 -0.179 -0.225 0.002 0.202
H 0.1601 -0.3721 1.8218 -0.403 -0.616 0.546 0.202
H 1.4735 -0.3978 0.8867 1.001 -0.548 0.374 0.204
H 1.4698 -1.4739 2.4071 0.286 0.440 0.116 0.209
```
Positions in Å, forces in eV/Å.

HOMO-LUMO gap: 12.68 eV
net charge: 0
E_HOMO: -11.50 eV
F_max: 1.8 eV Å⁻¹
spin multiplicity: 1


Molecular formula: C6H10O
Method: DFT, ωB97M-V with the def2-TZVPD basis set

```
17
Properties=species:S:1:pos:R:3:forces:R:3:nbo_charge:R:1
C 1.5502 -0.5868 -0.3647 -0.003 -0.042 -0.018 -0.615
C 0.6737 0.3708 0.4266 0.154 -0.006 -0.009 -0.186
C 0.0970 1.6175 -0.2998 0.056 0.111 -0.060 -0.437
C -1.3038 1.2445 0.1990 -0.064 0.281 0.089 0.090
O -1.9772 0.3975 -0.7711 -0.007 -0.160 -0.047 -0.458
C -1.5817 -0.7570 -0.2403 0.007 0.330 0.018 0.296
C -0.7767 -0.0396 0.8544 -0.055 -0.176 0.155 -0.405
H 1.8089 -1.4727 0.2251 -0.066 0.129 -0.082 0.220
H 2.4841 -0.0845 -0.6455 -0.143 -0.080 0.035 0.212
H 1.0599 -0.9276 -1.2829 0.023 0.057 0.143 0.216
H 1.2086 0.6888 1.3280 -0.091 -0.038 -0.121 0.212
H 0.4725 2.5737 0.0717 -0.053 -0.122 -0.046 0.221
H 0.1723 1.6001 -1.3917 -0.017 0.012 0.153 0.225
H -1.9801 1.9839 0.6283 0.117 -0.074 -0.044 0.201
H -0.2259 -3.3906 -0.2658 -0.002 -0.065 0.003 -0.052
H -0.7470 -2.8588 -0.3568 0.135 -0.193 0.004 0.024
H -0.9349 -0.3592 1.8855 0.008 0.035 -0.173 0.235
```
Positions in Å, forces in eV/Å.

HOMO-LUMO gap: 9.31 eV
net charge: 0
E_HOMO: -8.46 eV
F_max: 0.3 eV Å⁻¹
spin multiplicity: 1